Record 1
Here is a single C5H10 molecule from OMol25. Energies are from ωB97M-V/def2-TZVPD.

Calculated values
HOMO, eV: -9.447
ΔE to the lowest compared entry with this formula, charge and spin, eV: 2.5090
SMILES: C/C=C/CC
Kohn-Sham gap, eV: 10.72

Geometry as XYZ:
```
15
C5H10 (ωB97M-V/def2-TZVPD)
C 0.4512 -1.2255 -0.0686
C -0.1639 -0.0947 0.0295
C -0.1799 -2.5733 0.1699
C 0.5532 1.3069 -0.2347
C -0.4635 2.4448 0.0249
H 1.3830 1.4869 0.3504
H -1.5878 2.3060 -0.4889
H 0.4186 -3.1415 1.0335
H -0.6884 2.4247 1.1254
H -1.3443 -2.4708 0.4046
H 1.4841 -1.2356 -0.2414
H 0.7119 1.2772 -1.2259
H -0.2661 -3.1226 -0.7543
H -0.0145 3.2742 -0.2563
H -1.2791 0.0523 0.5268
```

***

Record 2
Here is a single C5H10 molecule from OMol25. Energies are from ωB97M-V/def2-TZVPD.

Calculated values
HOMO, eV: -10.316
ΔE to the lowest compared entry with this formula, charge and spin, eV: 1.3805
SMILES: CC1CCC1
Kohn-Sham gap, eV: 11.54

Geometry as XYZ:
```
15
C5H10 (ωB97M-V/def2-TZVPD)
C -1.6382 -0.1827 -0.4100
C -0.6772 -0.8865 0.5814
C 1.9484 0.0093 0.2555
C -0.4996 0.7646 -0.8697
C 0.4161 0.1731 0.2477
H -2.4871 0.3206 0.0637
H -0.9723 -0.8046 1.6310
H 0.3526 0.8890 1.0539
H -2.0380 -0.8314 -1.1961
H 2.3362 0.6600 1.0584
H -0.5206 -1.9497 0.3655
H -0.6936 1.8249 -0.6824
H 2.4249 0.3568 -0.6649
H 2.2874 -1.0029 0.4954
H -0.2388 0.6595 -1.9293
```

***

Record 3
Here is 2 unconnected molecules or ions with the total composition C5H10 from OMol25. Energies are from ωB97M-V/def2-TZVPD.

Calculated values
HOMO (spin up / spin down), eV: -8.023 / -7.401
ΔE to the lowest compared entry with this formula, charge and spin, eV: 5.6208
Kohn-Sham gap (spin up / spin down), eV: 9.00 / 8.10

Geometry as XYZ:
```
15
C5H10 (ωB97M-V/def2-TZVPD)
C 0.9963 0.7925 0.9576
C 1.2400 -1.0066 -0.7130
C 0.9515 0.4943 -0.4934
C -2.2276 -0.0783 0.3301
C -1.7270 0.3083 -0.7851
H 1.3143 -1.2994 -1.7248
H 2.2242 -1.3437 -0.3442
H 0.9408 1.2182 -1.2617
H 0.4786 -1.5309 -0.0302
H 1.5201 0.1778 1.5998
H -1.7358 -0.1982 1.3311
H 1.2285 1.7829 1.2263
H -0.0867 0.5937 1.2422
H -3.2344 -0.3457 0.4192
H -1.8830 0.4353 -1.7538
```

***

Record 4
Here is a single C5H10 molecule from OMol25. Energies are from ωB97M-V/def2-TZVPD.

Calculated values
HOMO, eV: -8.315
ΔE to the lowest compared entry with this formula, charge and spin, eV: 4.3744
Kohn-Sham gap, eV: 8.76

Geometry as XYZ:
```
15
C5H10 (ωB97M-V/def2-TZVPD)
C 0.6263 -1.2580 -1.4825
C 0.9345 -0.6195 0.6664
C -0.4571 -0.1219 0.2671
C -0.2562 -0.0361 -1.2563
C -0.9399 1.1460 0.9578
H 1.0305 -1.0913 1.6480
H -1.9367 1.4281 0.5991
H 1.6232 -0.9246 -1.8356
H -0.2643 1.9896 0.7697
H 1.7126 0.1373 0.5221
H -1.0066 1.0051 2.0442
H -1.1631 -0.9371 0.4689
H -1.1914 -0.1382 -1.8202
H 0.1971 0.9378 -1.5024
H 1.0909 -1.5173 -0.0462
```

***

Record 5
Here is a molecular structure, C5H10 from OMol25. Energies are from ωB97M-V/def2-TZVPD.

Calculated values
HOMO, eV: -7.747
ΔE to the lowest compared entry with this formula, charge and spin, eV: 5.0787
Kohn-Sham gap, eV: 8.92

Geometry as XYZ:
```
15
C5H10 (ωB97M-V/def2-TZVPD)
C -1.5096 0.4263 0.0684
C -0.8679 -0.6153 0.6975
C 0.6334 1.4289 -0.4754
C 1.5378 0.4571 -0.1578
C 0.1867 -1.3624 0.0231
H 2.1440 -0.0261 -0.9187
H -1.6601 0.4171 -1.0059
H -0.8536 -0.6814 1.7828
H -2.1809 1.0566 0.6411
H 0.1561 -1.4348 -1.0602
H 0.3525 2.2108 0.2214
H -1.0725 -1.8225 0.2915
H 0.7967 -2.0870 0.5560
H 1.9297 0.3986 0.8567
H 0.4076 1.6340 -1.5206
```

***

Record 6
Here is 2 unconnected molecules or ions with the total composition C5H10 from OMol25. Energies are from ωB97M-V/def2-TZVPD.

Calculated values
HOMO (spin up / spin down), eV: -7.787 / -8.287
ΔE to the lowest compared entry with this formula, charge and spin, eV: 5.7371
Kohn-Sham gap (spin up / spin down), eV: 7.91 / 8.73

Geometry as XYZ:
```
15
C5H10 (ωB97M-V/def2-TZVPD)
C 0.6473 -0.6484 0.3522
C 0.5189 0.8315 0.5214
C 1.0105 1.6834 -0.4902
C 1.0259 -1.2543 -0.7915
C -1.8519 -0.5287 0.3972
H 1.1827 -0.7099 -1.7103
H 1.0490 -2.3328 -0.8646
H -0.7821 0.8516 0.5427
H 0.5306 -1.2250 1.2628
H -2.1880 -0.0684 -0.5240
H -1.8508 -1.6042 0.2871
H -2.3619 -0.2161 1.3012
H 1.1371 1.3442 -1.5058
H 0.8223 1.1331 1.5298
H 1.1103 2.7441 -0.3078
```

***

Record 7
Here is a molecular structure, C5H10AlFO from OMol25. Energies are from ωB97M-V/def2-TZVPD.

Calculated values
HOMO, eV: -18.649
Charge: +2
Kohn-Sham gap, eV: 7.04

Geometry as XYZ:
```
18
C5H10AlFO (ωB97M-V/def2-TZVPD)
Al -2.1142 2.8375 -0.9115
F -3.4544 0.3632 0.7639
O 2.1979 -1.3608 -0.9871
C 2.3476 0.0558 0.9225
C 0.0953 -0.3930 -0.4867
C -1.2207 -0.6846 0.3840
C 1.4351 -0.9996 0.1346
C -2.2711 0.4879 0.0628
H 0.2081 0.7249 -0.6017
H -1.0207 -0.8010 1.4822
H 1.6751 0.8981 1.2328
H 3.0862 0.4544 0.1594
H -1.7304 1.4944 0.2593
H -0.0364 -0.8600 -1.5116
H -1.7015 -1.6219 -0.0321
H -2.5325 0.3741 -1.0407
H 2.0728 -0.5869 -1.5851
H 2.9638 -0.3826 1.7549
```

***

Record 8
Here is a molecular structure, C5H10BF4N2O7P2Re from OMol25. Energies are from ωB97M-V/def2-TZVPD.

Calculated values
HOMO (spin up / spin down), eV: -13.728 / -14.130
ΔE to the lowest compared entry with this formula, charge and spin, eV: 1.3172
Charge: +1
2S+1: 2
Kohn-Sham gap (spin up / spin down), eV: 7.26 / 8.02

Geometry as XYZ:
```
32
C5H10BF4N2O7P2Re (ωB97M-V/def2-TZVPD)
Re -0.0540 0.9920 -0.1306
P 2.9607 2.1951 -0.6508
P 0.8295 4.1180 -0.1101
F -4.6403 1.1679 1.2823
F -4.1516 -0.5638 -0.1256
F -1.8579 0.8214 0.2043
F -4.5564 1.5099 -0.9805
O 0.3427 5.3779 -0.6103
O 3.5403 2.2826 0.7946
O 2.1140 3.5190 -0.8824
O 3.8352 1.7760 -1.7122
O -0.1627 2.8766 -0.2055
O 1.7150 1.1072 -0.4427
O 1.3326 4.0697 1.4010
N -1.1819 -1.7476 -0.4471
N -0.0609 -1.0468 -0.0846
C 0.8883 -1.9901 0.2107
C -2.0493 -4.0422 -0.6809
C 0.3440 -3.2432 0.0269
C 2.2682 -1.6426 0.6409
C -0.9795 -3.0589 -0.3758
B -4.4566 0.7236 0.0639
H 2.2603 -0.9311 1.4660
H 2.8362 -1.2098 -0.1834
H -2.3852 -3.9339 -1.7126
H 0.8401 -4.1864 0.1771
H 1.1989 4.9072 1.8691
H -1.6770 -5.0528 -0.5410
H -2.9071 -3.8903 -0.0249
H 2.7782 -2.5449 0.9677
H 3.0941 2.9025 1.3962
H -2.0578 -1.2624 -0.5995
```